Entry 1:
A cluster of 3 separate species, C26H33BBr2FN3O10P in total in a non-equilibrium geometry, computed with the ωB97M-V functional and the def2-TZVPD basis.

Structure (XYZ):
```
77
Properties=species:S:1:pos:R:3:lowdin_charge:R:1
C 3.268 -4.229 3.932 0.012
B 2.136 -3.176 3.691 -0.423
O 1.044 -3.037 4.547 0.116
C 2.179 -2.237 2.410 0.014
C 3.121 -1.303 2.209 0.009
C 4.232 -1.034 3.207 -0.716
O 5.221 -1.782 3.087 -0.005
O 4.011 -0.135 4.029 0.000
C 3.061 -0.493 0.968 -0.260
O 4.047 -0.161 0.376 0.166
C 1.667 -0.163 0.492 0.004
C 1.320 1.055 -0.116 -0.051
C 2.377 2.119 -0.334 -0.069
C 2.945 2.077 -1.747 -0.381
C 4.041 3.073 -2.021 0.018
O 4.181 1.549 -1.890 -0.070
C -0.037 1.284 -0.473 -0.155
C -0.414 2.614 -1.094 -0.624
Br -1.522 3.663 0.159 0.793
C -1.054 2.496 -2.529 -0.694
C -2.323 3.280 -2.784 -0.221
Br 0.247 3.201 -3.837 0.748
C -1.011 0.292 -0.216 -0.145
C -2.456 0.545 -0.613 -0.085
C -2.946 -0.368 -1.701 -0.510
O -4.065 -0.600 -1.949 0.166
F -1.971 -0.903 -2.436 0.125
C -0.663 -0.926 0.400 -0.184
P -1.776 -2.312 0.923 0.891
N -3.387 -1.733 0.877 -0.171
O -1.767 -3.268 -0.412 -0.272
C 0.689 -1.133 0.730 -0.071
C 1.160 -2.398 1.389 -0.328
O 0.738 -3.499 1.078 0.032
H 3.838 -4.373 3.021 0.062
H 3.947 -3.842 4.692 0.079
H 2.851 -5.184 4.249 0.063
H 0.340 -3.607 4.210 0.102
H 3.226 2.022 0.328 0.129
H 1.977 3.120 -0.211 0.114
H 2.245 1.921 -2.550 0.073
H 4.790 3.313 -1.285 0.111
H 4.268 3.121 -3.075 0.095
H 0.447 3.239 -1.217 0.019
H -1.153 1.446 -2.765 0.075
H -2.549 3.204 -3.846 0.068
H -3.189 2.907 -2.251 0.063
H -2.182 4.333 -2.583 0.043
H -3.094 0.433 0.250 0.112
H -2.615 1.543 -0.984 0.047
H -3.986 -2.305 0.298 0.047
H -3.751 -1.660 1.814 0.033
H -1.434 -4.114 -0.096 0.037
C -5.870 6.738 -0.006 -0.011
C -4.751 6.287 -0.916 -0.547
O -4.454 5.113 -1.041 0.015
N -4.072 7.249 -1.599 0.009
C -4.278 8.685 -1.575 -0.080
H -6.305 5.861 0.462 0.082
H -5.490 7.400 0.773 0.084
H -6.644 7.255 -0.574 0.082
H -3.338 6.884 -2.184 0.137
H -4.515 9.043 -2.579 0.081
H -3.370 9.185 -1.236 0.083
H -5.092 8.948 -0.909 0.069
C 2.648 -8.677 0.554 -0.019
C 1.725 -7.604 1.090 -0.559
O 0.965 -7.821 2.023 0.017
N 1.773 -6.390 0.495 0.018
C 2.603 -5.961 -0.614 -0.071
H 2.493 -9.584 1.130 0.076
H 2.430 -8.885 -0.494 0.078
H 3.690 -8.372 0.653 0.082
H 1.141 -5.712 0.896 0.106
H 3.228 -5.123 -0.301 0.087
H 1.973 -5.627 -1.440 0.083
H 3.241 -6.768 -0.959 0.067
```

Calculated values
Net charge = -1
Lowest unoccupied orbital energy = 1.68 eV
Frontier orbital gap = 6.77 eV

Entry 2:
A cluster of 2 separate species, C7H11NO2 in total in a non-equilibrium geometry, computed with the ωB97M-V functional and the def2-TZVPD basis.

Structure (XYZ):
```
21
Properties=species:S:1:pos:R:3:lowdin_charge:R:1
C -1.728 -1.703 0.308 0.109
C -1.593 -0.613 0.781 -0.169
C 1.461 0.298 0.497 -0.322
C -1.322 0.309 2.922 -0.011
C 1.330 -0.757 -1.743 -0.073
C 0.151 1.338 -1.346 -0.095
C -1.668 0.622 1.431 -0.456
N 1.019 0.376 -0.810 -0.211
O 1.599 -0.783 1.041 -0.007
O -1.790 1.725 0.847 0.166
H -2.036 -2.773 0.314 0.062
H -0.818 -0.652 3.104 0.090
H -2.372 0.344 3.404 0.106
H -0.785 1.211 3.403 0.101
H 1.572 -0.364 -2.786 0.094
H 2.094 -1.500 -1.347 0.101
H 0.497 -1.461 -2.070 0.089
H -0.102 0.749 -2.290 0.095
H -0.739 1.699 -0.810 0.055
H 0.869 2.247 -1.703 0.136
H 1.591 1.097 1.246 0.141
```

Calculated values
Spin multiplicity = 3
Energy above the lowest of the compared OMol25 structures with the same formula, charge and spin = 196.3 kJ/mol
Lowest unoccupied orbital energy (alpha / beta) = 0.91 / -3.15 eV
Frontier orbital gap (alpha / beta) = 7.68 / 5.73 eV

Entry 3:
A structure of composition C4H4LiO5Yb in a non-equilibrium geometry, computed with the ωB97M-V functional and the def2-TZVPD basis.

Structure (XYZ):
```
15
Properties=species:S:1:pos:R:3:lowdin_charge:R:1
O -0.940 1.409 -0.446 -0.108
O -0.813 -0.423 0.741 -0.096
C 1.922 -2.355 -0.473 0.043
C 3.267 -1.738 -0.242 -0.409
O 3.127 -0.345 -0.097 -0.444
C -1.510 0.445 0.136 -0.564
H 1.485 -3.023 0.274 0.073
H 1.375 -2.121 -1.393 0.062
H 3.935 -1.966 -1.094 0.123
H 3.731 -2.176 0.660 0.119
O -3.538 -0.849 0.230 -0.054
O -3.733 1.317 -0.151 -0.055
C -3.046 0.293 0.069 -0.629
Yb 1.278 0.656 0.132 2.087
Li -5.284 0.087 0.028 0.853
```

Calculated values
Net charge = +1
Spin multiplicity = 3
Energy above the lowest of the compared OMol25 structures with the same formula, charge and spin = 0.0 kJ/mol
Lowest unoccupied orbital energy (alpha / beta) = -5.77 / -6.90 eV
Frontier orbital gap (alpha / beta) = 6.85 / 6.23 eV

Entry 4:
A structure of composition IO4S2 in a non-equilibrium geometry, computed with the ωB97M-V functional and the def2-TZVPD basis.

Structure (XYZ):
```
7
Properties=species:S:1:pos:R:3:lowdin_charge:R:1
O -0.935 -0.564 0.423 -0.661
O 0.459 -0.391 -1.439 -0.348
O 0.173 1.349 0.347 -0.521
O 1.569 -0.739 0.753 -0.346
S -1.886 0.830 -0.046 0.352
S 0.467 -0.100 -0.027 0.325
I -4.121 -0.174 -0.077 0.198
```

Calculated values
Net charge = -1
Energy above the lowest of the compared OMol25 structures with the same formula, charge and spin = 11.3 kJ/mol
Lowest unoccupied orbital energy = 2.65 eV
Frontier orbital gap = 7.82 eV

Entry 5:
The molecule C4H7NO2 in a non-equilibrium geometry, computed with the ωB97M-V functional and the def2-TZVPD basis.

Structure (XYZ):
```
14
Properties=species:S:1:pos:R:3:lowdin_charge:R:1
C -1.476 -1.174 -0.278 -0.031
C -0.502 -0.004 -0.093 -0.235
N -0.790 0.984 0.665 0.028
O -2.079 0.912 1.201 -0.064
C 0.995 -0.049 -0.682 -0.176
C 2.309 0.645 -0.144 -0.124
O 1.780 -0.550 0.351 -0.078
H -2.428 -0.793 -0.676 0.080
H -1.066 -1.910 -0.969 0.073
H -1.731 -1.689 0.667 0.090
H -2.167 1.765 1.654 0.099
H 1.515 -0.134 -1.665 0.132
H 3.356 0.451 -0.469 0.118
H 2.283 1.548 0.437 0.088
```

Calculated values
Energy above the lowest of the compared OMol25 structures with the same formula, charge and spin = 531.5 kJ/mol
SMILES = C/C(=N\O)[C@H]1CO1
Lowest unoccupied orbital energy = 1.00 eV
Frontier orbital gap = 10.49 eV

Entry 6:
The molecule C3H3NO4 in a non-equilibrium geometry, computed with the ωB97M-V functional and the def2-TZVPD basis.

Structure (XYZ):
```
11
Properties=species:S:1:pos:R:3:lowdin_charge:R:1
O -3.016 -0.092 -0.084 0.075
C -1.774 0.084 0.021 -0.405
C -0.814 1.062 0.210 0.076
C 0.437 0.586 -0.047 -0.313
O 1.610 1.224 -0.173 0.155
N 0.405 -0.755 -0.407 -0.080
O 1.423 -1.273 0.371 0.005
O -0.988 -1.101 -0.039 0.048
H -0.944 1.989 0.661 0.114
H 2.100 0.401 -0.234 0.100
H 1.562 -2.126 -0.280 0.224
```

Calculated values
Energy above the lowest of the compared OMol25 structures with the same formula, charge and spin = 504.4 kJ/mol
SMILES = O=c1cc(O)n(O)o1
Lowest unoccupied orbital energy = -0.24 eV
Frontier orbital gap = 9.64 eV

Entry 7:
A structure of composition C27H31N7OS2Ti in a non-equilibrium geometry, computed with the ωB97M-V functional and the def2-TZVPD basis.

Structure (XYZ):
```
69
Properties=species:S:1:pos:R:3:lowdin_charge:R:1
Ti 0.720 -0.660 0.727 0.918
C -2.481 1.561 2.526 -0.019
C -1.388 0.580 2.215 -0.303
N -0.714 0.594 1.067 -0.150
N -0.933 1.506 0.105 0.097
C -0.117 1.281 -0.911 -0.453
O 0.637 0.219 -0.924 -0.149
C -0.028 2.300 -1.947 -0.174
C 0.975 2.249 -2.919 -0.022
C 1.140 3.299 -3.798 -0.083
C 0.309 4.407 -3.731 -0.090
C -0.691 4.466 -2.770 -0.081
C -0.867 3.421 -1.892 -0.039
C -0.912 -0.416 3.100 -0.225
C -1.423 -0.687 4.388 -0.014
C -0.799 -1.603 5.193 -0.074
C 0.349 -2.260 4.716 -0.074
C 0.772 -2.000 3.434 -0.130
N 0.176 -1.127 2.613 -0.031
H -2.418 2.381 1.813 0.067
H -2.377 1.950 3.538 0.078
H -3.462 1.092 2.440 0.080
H 1.638 1.396 -2.952 0.115
H 1.934 3.269 -4.530 0.102
H 0.443 5.226 -4.420 0.098
H -1.318 5.342 -2.697 0.102
H -1.630 3.449 -1.130 0.100
H -2.303 -0.161 4.726 0.109
H -1.168 -1.813 6.185 0.103
H 0.888 -2.953 5.340 0.096
H 1.640 -2.516 3.036 0.104
C -3.985 0.853 -0.997 -0.058
N -3.205 -0.089 -1.746 -0.156
C -2.699 0.244 -3.063 -0.104
C -1.779 -0.941 -3.394 -0.121
N -1.621 -1.581 -2.103 0.026
C -2.519 -1.109 -1.201 -0.811
S -2.768 -1.747 0.301 0.740
H -4.866 1.128 -1.580 0.092
H -3.389 1.741 -0.764 0.074
H -4.283 0.373 -0.067 0.048
H -2.143 1.188 -3.024 0.109
H -3.528 0.337 -3.773 0.126
H -0.810 -0.620 -3.784 0.116
H -2.248 -1.624 -4.113 0.119
H -1.288 -2.530 -2.048 0.091
C 2.208 2.167 1.169 -0.024
C 3.072 0.975 0.892 -0.362
C 4.410 0.973 0.582 -0.065
C 4.798 -0.378 0.473 -0.070
C 3.679 -1.135 0.729 -0.366
C 3.630 -2.631 0.814 -0.055
N 2.608 -0.313 0.990 -0.059
H 2.801 2.925 1.684 0.083
H 1.356 1.893 1.807 0.071
H 1.838 2.615 0.240 0.073
H 5.033 1.839 0.457 0.095
H 5.777 -0.759 0.248 0.094
H 4.388 -2.985 1.515 0.081
H 3.839 -3.096 -0.153 0.072
H 2.654 -2.977 1.162 0.041
S 0.887 -4.271 -1.802 1.037
C -0.179 -4.591 -0.469 -0.355
C -0.244 -3.524 0.367 -0.288
N 0.514 -2.457 0.000 -0.163
C 1.167 -2.693 -1.141 -0.446
H -0.670 -5.540 -0.392 0.069
H -0.844 -3.478 1.264 0.089
H 1.813 -1.976 -1.622 0.097
```

Calculated values
Spin multiplicity = 3
Energy above the lowest of the compared OMol25 structures with the same formula, charge and spin = 162.2 kJ/mol
Lowest unoccupied orbital energy (alpha / beta) = -0.13 / -0.22 eV
Frontier orbital gap (alpha / beta) = 5.39 / 6.64 eV